Version i
A cluster of 2 separate species, H4NS in total, computed with ωB97M-V with the def2-TZVPD basis set.

## Properties
Charge = -1
E_LUMO = 4.8841 eV

CARTESIAN COORDINATES (ANGSTROEM)
N1 -1.354 0.624 -0.170
H1 -1.045 0.067 0.624
H2 -0.991 1.552 0.014
H3 -0.776 0.273 -0.926
S1 1.971 -0.844 0.743
H4 2.195 -1.672 -0.285

Which charges does Mulliken predict for the atoms? In e, they are: N -0.75; H 0.26; H 0.21; H 0.25; S -0.91; H -0.07

***

Version ii
A cluster of 2 separate species, H4NS in total, computed with ωB97M-V with the def2-TZVPD basis set.

## Properties
Charge = -1
E_LUMO = 4.3340 eV

CARTESIAN COORDINATES (ANGSTROEM)
N1 0.739 0.294 1.465
H1 -0.102 -0.283 1.417
H2 0.503 1.011 0.778
H3 1.399 -0.279 0.936
S1 -1.012 -0.664 -2.840
H4 -1.528 -0.080 -1.756

Which charges does Mulliken predict for the atoms? In e, they are: N -0.75; H 0.25; H 0.26; H 0.24; S -0.90; H -0.10

***

Bottom line: version i, by a margin of 11.8 kJ/mol.

***

Version i
A cluster of 2 separate species, C3H6N6 in total, computed with ωB97M-V with the def2-TZVPD basis set.

## Properties
Charge = 0
E_LUMO = -0.0593 eV

CARTESIAN COORDINATES (ANGSTROEM)
C1 -0.577 -0.143 -0.698
C2 1.178 0.664 -2.037
C3 1.778 0.064 0.026
H1 -1.852 1.535 0.955
H2 -3.123 0.330 1.076
H3 1.470 1.079 -3.051
H4 2.419 -0.051 0.975
H5 -0.062 -2.274 1.084
H6 -0.054 -0.492 2.370
N1 -2.134 0.326 1.053
N2 -1.842 -0.240 -0.370
N3 -0.027 0.158 -2.008
N4 2.032 0.574 -0.997
N5 0.382 -0.258 0.335
N6 0.412 -1.272 1.289

These are the Mulliken partial charges, in e, on atoms 1 to 8: C 0.42; C 0.06; C 0.14; H 0.26; H 0.28; H 0.33; H 0.36; H 0.27

***

Version ii
The molecule C3H6N6, computed with ωB97M-V with the def2-TZVPD basis set.

## Properties
Charge = 0
E_LUMO = 0.1868 eV
SMILES = Nn1cnnc[nH]nc1

CARTESIAN COORDINATES (ANGSTROEM)
C1 0.803 1.390 0.063
C2 -2.073 -0.392 0.056
C3 0.491 -0.758 0.661
H1 2.219 -0.674 -1.317
H2 2.936 -1.148 0.435
H3 1.391 2.178 0.070
H4 -2.524 1.554 -0.548
H5 -3.258 -0.567 0.182
H6 -0.228 -0.475 1.533
N1 2.632 -0.294 -0.401
N2 1.444 0.043 0.395
N3 -0.389 1.776 -0.133
N4 -1.579 1.023 -0.078
N5 -1.411 -1.474 -0.150
N6 -0.105 -1.403 -0.353

These are the Mulliken partial charges, in e, on atoms 1 to 8: C -0.16; C 0.03; C -0.41; H 0.30; H 0.34; H 0.49; H 0.28; H 0.28

***

Bottom line: version i, by a margin of 95.8 kJ/mol.